Version A
27
Properties=species:S:1:pos:R:3 method="wB97M-V/def2-TZVPD" lumo_energy_ev=-5.277 total_charge=+1 orbital_gap_ev=7.6 homo_energy_ev=-12.888
H -2.243 1.702 -1.474
N -1.816 1.789 -0.574
C -1.023 0.875 -0.146
O -0.553 -0.246 -0.776
N -1.385 -0.618 -1.862
C -0.934 -1.452 -2.671
C -1.795 -1.767 -3.853
C 0.324 -2.226 -2.602
C -0.464 1.021 1.201
C -0.654 1.976 2.115
N -0.166 2.565 3.039
C 1.054 2.088 3.473
N 1.752 2.751 4.377
C 1.306 0.826 2.912
C 0.691 0.260 1.769
N 1.295 -0.723 1.017
H -2.175 -0.793 -4.306
H -2.721 -2.375 -3.578
H -1.290 -2.348 -4.553
H 1.088 -1.796 -1.863
H -0.128 -3.140 -2.187
H 0.809 -2.605 -3.546
H 2.740 2.716 4.160
H 1.263 3.470 4.925
H 2.140 0.265 3.293
H 2.064 -1.146 1.564
H 0.821 -1.072 0.147

***

Version B
27
Properties=species:S:1:pos:R:3 method="wB97M-V/def2-TZVPD" lumo_energy_ev=-2.862 total_charge=+1 orbital_gap_ev=8.8 homo_energy_ev=-11.681 smiles="Cc1ccnc(N/[NH+]=c2/[nH]cc(O)[nH]2)c1"
C -0.193 2.632 -3.030
C 0.534 2.419 -1.672
C 1.268 3.448 -1.006
C 1.841 3.150 0.221
N 1.852 1.967 0.680
C 1.195 0.954 0.167
N 0.956 -0.116 0.998
N 0.858 -1.355 0.350
C -0.316 -2.071 0.733
N -0.684 -3.202 0.195
C -1.554 -3.766 1.198
C -1.715 -2.905 2.236
O -2.475 -2.926 3.298
N -1.038 -1.795 1.837
C 0.541 1.096 -1.115
H -0.773 3.579 -3.041
H 0.555 2.551 -3.914
H -0.852 1.870 -3.199
H 1.210 4.482 -1.464
H 2.291 3.952 0.756
H 1.708 -0.151 1.741
H 0.771 -1.127 -0.634
H -0.547 -3.612 -0.754
H -1.791 -4.720 1.133
H -2.534 -3.852 3.661
H -1.103 -0.889 2.277
H -0.007 0.386 -1.656

***

Which of them is most stable, and which least? Most stable: version B; least stable: version A.